Entry 1:
Density functional theory data (ωB97M-V/def2-TZVPD) for a structure of composition C46H42N2PS2Ta.

Computed properties:
**Charge**: +2
**Energy relative to the best compared isomer or geometry (same formula, charge and spin)**: 15.5 kJ/mol
**E_HOMO**: -0.474 hartree

Element x y z (Å)
Ta (-0.24, -0.13, 0.87)
S (1.03, -3.11, 5.84)
S (-3.24, -2.18, -5.38)
P (1.31, 1.90, 1.33)
N (-0.53, -2.12, 1.81)
N (-1.18, -1.38, -0.70)
C (1.37, 2.48, 5.31)
C (4.64, -0.47, 1.67)
C (0.79, 0.48, 3.90)
C (0.96, -4.12, 7.21)
C (1.51, 2.68, 2.93)
C (-1.62, -4.25, 1.52)
C (4.40, -1.36, 0.62)
C (-0.09, -4.07, 4.97)
C (-4.41, 0.23, 0.87)
C (3.76, 0.57, 1.91)
C (0.80, 5.07, -1.90)
C (-2.39, 0.12, -6.06)
C (-2.36, -5.13, 0.65)
C (1.22, 3.17, 0.07)
C (1.91, 4.00, 3.04)
C (1.78, 3.81, 5.43)
C (-2.28, -3.47, -1.11)
C (-1.25, -4.60, 2.82)
C (2.40, -0.15, 0.01)
C (3.76, 3.32, -0.32)
C (-1.24, -3.00, 1.04)
C (-3.08, 1.63, -0.70)
C (-0.48, -5.14, 5.72)
C (-3.25, 1.23, 0.77)
C (1.23, 1.91, 4.06)
C (-0.07, 3.63, -0.21)
C (-0.29, 4.58, -1.19)
C (1.17, 0.06, -0.83)
C (2.33, 3.69, -0.62)
C (-2.01, 0.55, 1.33)
C (-0.52, -3.73, 3.60)
C (-1.42, -1.01, -1.94)
C (-3.07, -0.95, -6.55)
C (-1.59, -2.61, -0.28)
C (2.65, 0.73, 1.08)
C (2.08, 4.63, -1.61)
C (-2.38, -1.28, -4.21)
C (-1.99, -0.07, -4.71)
C (-2.67, -4.76, -0.60)
C (-2.57, -3.04, -2.42)
C (-3.57, 2.46, 1.62)
C (2.05, 4.57, 4.30)
C (-2.14, -1.81, -2.86)
C (3.30, -1.21, -0.20)
C (0.12, -5.17, 7.01)
C (-0.18, -2.49, 3.04)
H (0.76, -0.05, 4.85)
H (1.15, 1.03, -1.34)
H (-3.49, -1.08, -7.53)
H (-2.10, 0.39, 2.43)
H (-4.44, 2.97, 1.22)
H (3.93, 1.25, 2.73)
H (-2.64, -6.11, 1.03)
H (-0.07, -5.94, 7.75)
H (-1.43, 0.67, -4.16)
H (-3.15, 0.76, -1.36)
H (1.54, -3.89, 8.08)
H (5.51, -0.60, 2.30)
H (-3.22, -5.43, -1.26)
H (1.88, 4.25, 6.42)
H (5.09, -2.17, 0.43)
H (-5.30, 0.64, 0.39)
H (-2.17, 1.01, -6.64)
H (-0.23, 0.45, 3.49)
H (-1.53, -5.57, 3.20)
H (-1.29, 4.94, -1.40)
H (0.65, 5.82, -2.68)
H (4.43, 4.07, -0.73)
H (4.03, 2.36, -0.76)
H (3.95, 3.25, 0.75)
H (-1.19, -5.89, 5.39)
H (-0.92, 3.23, 0.34)
H (-1.06, -0.04, -2.23)
H (2.36, 5.60, 4.40)
H (0.38, -1.79, 3.61)
H (-2.74, 3.17, 1.64)
H (1.49, -0.07, 3.26)
H (3.13, -1.90, -1.02)
H (-2.12, 2.13, -0.88)
H (1.06, -0.73, -1.58)
H (2.10, 4.59, 2.16)
H (1.16, 1.90, 6.20)
H (-4.66, 0.01, 1.91)
H (-3.87, 2.32, -1.00)
H (-3.79, 2.17, 2.66)
H (2.92, 5.04, -2.15)
H (-3.13, -3.69, -3.08)
H (-4.16, -0.72, 0.37)


Entry 2:
Density functional theory data (ωB97M-V/def2-TZVPD) for a structure of composition C46H43AsF6N12RbSeSi.

Computed properties:
**Charge**: -2
**Spin multiplicity**: 2
**Expectation value of S²**: 0.815
**E_HOMO (alpha / beta)**: -0.062 / -0.060 hartree

Element x y z (Å)
Rb (-0.46, 0.44, 0.55)
Se (-2.63, -1.78, -1.22)
As (-4.33, 1.77, 0.34)
Si (-3.67, -3.20, -2.57)
F (-4.58, 0.22, 1.12)
F (-4.12, 3.34, -0.36)
F (-2.60, 1.53, 0.42)
F (-6.07, 2.03, 0.39)
F (-4.24, 2.51, 1.94)
F (-4.48, 1.06, -1.22)
N (-0.35, 0.55, -2.20)
N (1.56, 3.85, 1.05)
N (0.14, 2.85, -0.61)
N (-1.93, -0.74, 2.70)
N (-0.25, -2.56, 1.29)
N (0.02, 1.14, 3.53)
N (3.81, -0.26, 0.40)
N (-1.46, 2.67, -2.40)
N (0.64, -1.53, -2.87)
N (1.36, -1.08, 2.86)
N (1.96, -0.59, -1.10)
N (2.33, 1.63, 0.54)
C (3.63, -4.79, -2.10)
C (-1.15, 4.71, -1.09)
C (-1.90, -0.50, -6.44)
C (0.55, 3.86, 0.18)
C (2.52, -2.71, -1.83)
C (3.64, 2.93, 1.94)
C (5.44, 3.71, 3.29)
C (-2.53, 0.73, -6.28)
C (2.06, -0.23, 3.59)
C (5.59, 1.53, 2.24)
C (-2.38, 1.46, -5.11)
C (-0.98, -0.31, -4.26)
C (3.09, -0.95, -0.48)
C (-4.49, -2.35, -4.05)
C (-1.59, 0.93, -4.11)
C (6.14, 2.54, 3.03)
C (1.59, -1.56, -1.95)
C (-0.21, 6.37, 0.39)
C (4.33, 1.74, 1.70)
C (2.58, -3.95, -2.44)
C (-0.86, 3.29, -1.40)
C (-1.00, 0.70, 4.46)
C (-1.71, -2.07, 3.21)
C (4.18, 3.93, 2.73)
C (3.94, -1.70, 3.59)
C (1.90, -2.22, 2.47)
C (-1.40, -3.01, 2.04)
C (-0.18, -0.50, -3.03)
C (-2.03, 5.62, -1.63)
C (1.03, -3.14, 1.62)
C (-1.15, 1.44, -2.80)
C (1.38, 1.08, 3.99)
C (2.39, 2.82, 1.15)
C (4.55, -3.14, -0.59)
C (3.20, -2.58, 2.82)
C (-2.48, -4.52, -3.26)
C (-1.10, 7.29, -0.14)
C (3.49, -2.31, -0.91)
C (4.61, -4.39, -1.19)
C (-2.26, 0.26, 3.69)
C (-2.00, 6.92, -1.14)
C (-0.25, 5.08, -0.09)
C (-1.11, -1.04, -5.43)
C (3.45, 0.94, 0.83)
C (3.37, -0.50, 4.00)
C (-5.02, -4.16, -1.62)
H (-2.66, 1.13, 3.17)
H (5.88, 4.48, 3.92)
H (-2.69, 7.66, -1.53)
H (5.42, -5.06, -0.96)
H (0.50, 6.65, 1.16)
H (-2.87, 2.42, -4.97)
H (-5.61, -4.82, -2.28)
H (-0.43, -2.51, 0.30)
H (-2.97, -5.20, -3.97)
H (-0.85, -2.05, 3.89)
H (-1.66, -4.02, -3.78)
H (3.70, -5.78, -2.54)
H (-1.11, 8.31, 0.22)
H (3.92, 0.21, 4.59)
H (-3.15, 1.12, -7.09)
H (-2.05, -5.10, -2.45)
H (-3.02, -0.08, 4.41)
H (-2.26, -3.03, 1.37)
H (1.46, 1.19, 5.08)
H (-0.60, -0.15, 5.02)
H (-5.07, -3.05, -4.67)
H (1.96, 1.89, 3.55)
H (0.91, -4.09, 2.16)
H (-2.64, -0.76, 1.98)
H (3.62, 4.84, 2.92)
H (-0.62, -1.99, -5.55)
H (-2.73, 5.32, -2.40)
H (-1.25, -4.03, 2.44)
H (3.63, -3.51, 2.48)
H (-5.15, -1.55, -3.71)
H (6.13, 0.61, 2.05)
H (1.81, -4.26, -3.14)
H (1.59, -3.38, 0.70)
H (-4.57, -4.77, -0.84)
H (5.31, -2.81, 0.11)
H (-1.28, 1.47, 5.19)
H (-3.72, -1.90, -4.68)
H (7.13, 2.41, 3.46)
H (-5.70, -3.46, -1.14)
H (4.96, -1.94, 3.87)
H (-0.22, 2.01, 3.09)
H (-2.58, -2.46, 3.77)
H (-2.02, -1.05, -7.37)


Entry 3:
Density functional theory data (ωB97M-V/def2-TZVPD) for a structure of composition C46H45As2LiOPS.

Computed properties:
**Charge**: +1
**Energy relative to the best compared isomer or geometry (same formula, charge and spin)**: 0.0 kJ/mol
**E_HOMO**: -0.390 hartree

Element x y z (Å)
As (-0.79, 0.84, 1.64)
As (0.43, 3.59, -1.13)
S (2.32, -1.19, -0.76)
P (-2.05, -2.07, -1.41)
O (0.89, -0.83, -1.06)
C (0.80, 2.03, 1.53)
C (-2.70, -2.68, -3.01)
C (-3.24, 1.46, -1.76)
C (0.31, -4.39, 0.97)
C (-2.20, 2.16, -1.15)
C (-3.51, -2.31, -0.32)
C (-0.64, 5.97, 2.16)
C (2.23, -2.85, -2.97)
C (2.68, -2.68, -1.66)
C (-3.09, 1.00, -3.07)
C (0.63, -5.49, 0.18)
C (-1.00, -3.46, -0.84)
C (-1.06, -1.29, 3.54)
C (-3.55, 3.34, 3.61)
C (-1.11, 2.17, 4.22)
C (1.35, 2.37, 0.14)
C (-2.56, 5.96, 0.72)
C (-0.12, -0.59, 2.78)
C (4.69, -0.02, -1.45)
C (4.93, 1.65, -3.17)
C (3.33, -0.08, -1.73)
C (3.48, -3.62, -1.04)
C (-0.67, -2.36, 4.33)
C (3.57, 1.58, -3.43)
C (-0.60, 4.68, 0.11)
C (0.66, -2.75, 4.36)
C (-0.49, -3.38, 0.46)
C (0.14, -5.57, -1.11)
C (-1.90, 1.23, -3.75)
C (1.60, -2.07, 3.60)
C (-2.95, 3.60, 4.82)
C (-0.87, 1.94, -3.13)
C (3.46, -4.92, -3.06)
C (-1.01, 2.42, -1.83)
C (-0.67, -4.56, -1.62)
C (2.76, 0.72, -2.71)
C (0.03, 5.14, 1.27)
C (5.49, 0.85, -2.18)
C (-1.72, 1.91, 2.99)
C (3.88, -4.74, -1.75)
C (-1.72, 3.01, 5.13)
C (-2.94, 2.49, 2.69)
C (-1.94, 6.37, 1.89)
C (2.62, -3.98, -3.66)
C (1.21, -0.99, 2.81)
C (-1.89, 5.12, -0.17)
Li (-0.66, 0.08, -1.11)
H (-1.91, -2.72, -3.75)
H (-0.16, 1.70, 4.47)
H (5.12, -0.64, -0.67)
H (1.96, -0.49, 2.21)
H (4.52, -5.48, -1.28)
H (1.52, 1.48, -0.45)
H (0.50, 2.93, 2.06)
H (-3.57, 6.29, 0.49)
H (-4.32, -1.64, -0.62)
H (3.13, 2.21, -4.20)
H (-3.43, 2.28, 1.75)
H (-3.90, 0.48, -3.55)
H (2.28, -4.13, -4.68)
H (-0.14, 6.30, 3.06)
H (1.59, 1.57, 2.12)
H (6.55, 0.90, -1.98)
H (3.80, -3.47, -0.01)
H (0.03, 2.17, -3.69)
H (1.25, -6.28, 0.58)
H (0.97, -3.59, 4.98)
H (-2.10, -0.99, 3.53)
H (-4.16, 1.28, -1.23)
H (-3.85, -3.34, -0.37)
H (-1.78, 0.88, -4.76)
H (-4.51, 3.79, 3.36)
H (0.39, -6.42, -1.73)
H (-1.25, 3.20, 6.08)
H (-3.47, -1.99, -3.36)
H (1.69, 0.65, -2.90)
H (-3.42, 4.26, 5.54)
H (-1.41, -2.89, 4.92)
H (2.64, -2.37, 3.62)
H (5.55, 2.33, -3.73)
H (1.59, -2.11, -3.42)
H (-2.39, 4.82, -1.08)
H (1.05, 4.85, 1.48)
H (-0.71, -2.52, 1.08)
H (-3.24, -2.07, 0.71)
H (0.69, -4.31, 1.98)
H (-1.04, -4.65, -2.64)
H (3.76, -5.79, -3.61)
H (-2.46, 7.01, 2.59)
H (-3.15, -3.67, -2.90)
H (2.33, 2.84, 0.26)
H (-2.35, 2.57, -0.16)


Entry 4:
Density functional theory data (ωB97M-V/def2-TZVPD) for a structure of composition C46H46BClN10O4PPb.

Computed properties:
**Charge**: +1
**Energy relative to the best compared isomer or geometry (same formula, charge and spin)**: 373.7 kJ/mol
**E_HOMO**: -0.345 hartree

Element x y z (Å)
Pb (0.49, 0.31, 1.26)
Cl (-3.38, 3.67, -3.04)
P (-0.53, 3.57, 0.74)
O (1.51, -1.06, 5.28)
O (1.19, -0.95, 3.06)
O (-2.76, -0.38, 0.68)
O (-1.68, -2.16, -0.25)
N (1.83, 0.32, -2.49)
N (3.69, -2.93, 0.28)
N (1.89, -6.87, 0.30)
N (2.38, -1.18, 0.41)
N (3.33, -5.29, 0.53)
N (0.09, 4.83, 1.74)
N (-1.08, 0.46, 3.32)
N (2.71, -6.13, -0.34)
N (1.74, 3.39, 2.43)
N (2.40, -1.63, -3.92)
C (-5.78, -2.29, -0.26)
C (-2.19, 5.64, -0.24)
C (-3.04, -2.36, -0.34)
C (-2.02, -0.11, -2.92)
C (2.29, 4.18, -2.15)
C (3.57, -1.62, -4.79)
C (0.48, 3.08, -3.25)
C (1.26, 5.26, 3.85)
C (-4.03, -0.07, -4.22)
C (0.31, 3.76, -0.86)
C (2.10, -0.58, -3.18)
C (1.21, -6.99, 2.74)
C (3.13, -4.89, 3.03)
C (-5.12, -3.39, -0.81)
C (1.28, -3.24, -0.42)
C (4.46, -1.90, 0.76)
C (0.92, -0.65, 4.29)
C (-0.24, 0.34, 4.52)
C (4.21, -4.27, 0.04)
C (-4.54, 4.27, 0.34)
C (-3.42, 6.22, -0.51)
C (3.64, -0.82, 0.83)
C (-4.59, 5.53, -0.22)
C (2.40, -5.36, 4.10)
C (2.43, -2.45, 0.07)
C (1.45, -6.40, 3.95)
C (1.93, -6.51, 1.64)
C (1.44, -2.72, -4.09)
C (2.95, 3.68, 4.47)
C (2.23, 4.84, 4.74)
C (-2.13, 4.37, 0.33)
C (-3.70, -1.28, 0.21)
C (-1.08, 1.83, -1.72)
C (-2.99, -0.78, -3.65)
C (-2.09, 1.27, -2.69)
C (-3.15, 1.96, -3.27)
C (2.86, -5.49, 1.79)
C (-4.10, 1.30, -4.05)
C (2.66, 2.99, 3.31)
C (1.05, 4.49, 2.70)
C (-3.31, 3.68, 0.61)
C (1.73, 3.60, -3.30)
C (-0.35, 3.18, -2.05)
C (-3.72, -3.44, -0.86)
C (1.60, 4.23, -0.94)
C (-5.08, -1.21, 0.26)
B (-1.50, -0.93, 0.39)
H (3.84, -4.08, 3.14)
H (-3.20, -4.30, -1.27)
H (4.20, -2.49, -4.58)
H (5.17, -4.33, 0.53)
H (2.41, 5.41, 5.64)
H (3.87, 0.18, 1.15)
H (2.56, -4.93, 5.07)
H (0.67, -2.66, -3.33)
H (-4.80, -0.58, -4.78)
H (-0.56, 5.56, 1.99)
H (0.67, 6.15, 4.03)
H (-5.45, 3.73, 0.56)
H (-1.19, -0.65, -2.48)
H (2.08, 4.61, -0.05)
H (-5.58, -0.35, 0.70)
H (0.90, -6.72, 4.83)
H (-5.55, 5.99, -0.44)
H (-2.92, -1.85, -3.79)
H (0.98, -2.68, -5.08)
H (0.20, 1.31, 4.74)
H (-1.63, -0.38, 3.19)
H (1.96, -3.68, -3.99)
H (1.58, -4.08, -1.05)
H (-1.18, 3.87, -2.32)
H (-1.73, 1.24, 3.38)
H (4.15, -0.72, -4.62)
H (3.29, 4.59, -2.19)
H (4.34, -4.47, -1.03)
H (-6.86, -2.28, -0.24)
H (-5.70, -4.21, -1.20)
H (0.48, -7.78, 2.62)
H (0.70, -3.63, 0.42)
H (-0.29, 1.09, -1.59)
H (-3.26, 2.69, 1.04)
H (0.05, 2.60, -4.11)
H (-4.91, 1.87, -4.50)
H (-3.46, 7.21, -0.96)
H (3.70, 3.32, 5.16)
H (-1.27, 6.18, -0.47)
H (-1.58, 1.95, -0.76)
H (-0.79, -0.01, 5.39)
H (3.18, 2.07, 3.07)
H (2.32, 3.54, -4.21)
H (0.61, -2.59, -0.99)
H (5.50, -2.03, 1.02)
H (3.26, -1.65, -5.84)


> charge of number 2 (C46H43AsF6N12RbSeSi)?

-2